{"formula": "C54H117N3O9", "method": "wB97M-V/def2-TZVPD", "de_lowest_kcal_mol": 89.6, "homo_lumo_gap_ev": 8.72, "homo_ev": -8.223, "e_lumo_ev": 0.494, "elements": ["C", "C", "C", "O", "C", "H", "H", "H", "H", "H", "H", "H", "H", "C", "C", "C", "O", "C", "H", "H", "H", "H", "H", "H", "H", "H", "C", "C", "C", "O", "C", "H", "H", "H", "H", "H", "H", "H", "H", "C", "C", "C", "O", "C", "H", "H", "H", "H", "H", "H", "H", "H", "C", "C", "C", "O", "C", "H", "H", "H", "H", "H", "H", "H", "H", "C", "C", "C", "O", "C", "H", "H", "H", "H", "H", "H", "H", "H", "C", "C", "C", "O", "C", "H", "H", "H", "H", "H", "H", "H", "H", "C", "C", "C", "O", "C", "H", "H", "H", "H", "H", "H", "H", "H", "C", "C", "C", "O", "C", "H", "H", "H", "H", "H", "H", "H", "H", "C", "C", "N", "C", "C", "C", "C", "H", "H", "H", "H", "H", "H", "H", "H", "H", "H", "H", "H", "H", "H", "H", "C", "C", "N", "C", "C", "C", "C", "H", "H", "H", "H", "H", "H", "H", "H", "H", "H", "H", "H", "H", "H", "H", "C", "C", "N", "C", "C", "C", "C", "H", "H", "H", "H", "H", "H", "H", "H", "H", "H", "H", "H", "H", "H", "H"], "xyz": [[-3.95739, 2.76241, -2.20999], [-2.50624, 3.18354, -2.21762], [-1.87554, 2.30307, -3.33104], [-2.96740, 1.94928, -4.17937], [-4.20831, 2.45403, -3.70486], [-4.70122, 3.46332, -1.82362], [-4.18118, 1.88194, -1.59721], [-1.95083, 3.06926, -1.28866], [-2.45769, 4.23269, -2.51500], [-1.46852, 1.39262, -2.88434], [-1.11653, 2.81388, -3.92178], [-5.07370, 1.80866, -3.84379], [-4.40315, 3.40259, -4.21613], [-3.18182, -4.28921, 4.36001], [-1.86415, -4.15453, 5.12345], [-0.97479, -3.42175, 4.12523], [-1.86994, -2.54915, 3.45724], [-3.15956, -3.11208, 3.35519], [-4.03335, -4.27347, 5.04255], [-3.25496, -5.27093, 3.88758], [-1.49251, -5.13193, 5.43096], [-2.02487, -3.53549, 6.00657], [-0.52545, -4.08176, 3.37855], [-0.23633, -2.84755, 4.68372], [-3.38740, -3.50988, 2.36082], [-3.92947, -2.36254, 3.54224], [-4.07190, 2.87397, 3.15995], [-5.32487, 3.73988, 3.21625], [-4.79962, 5.03963, 3.81825], [-3.77645, 4.61220, 4.70449], [-3.08363, 3.50746, 4.14173], [-3.69468, 2.84428, 2.13602], [-4.30487, 1.83318, 3.39091], [-6.08337, 3.37367, 3.90938], [-5.78696, 3.83935, 2.23470], [-5.54130, 5.57359, 4.41008], [-4.41795, 5.72553, 3.05302], [-2.74764, 2.82039, 4.91897], [-2.17570, 3.86773, 3.64548], [1.10161, 7.02764, -1.35248], [2.02094, 6.10605, -0.58371], [1.54456, 4.69879, -0.96742], [0.22574, 4.83136, -1.47018], [0.14057, 6.10967, -2.11963], [1.70671, 7.69824, -1.96110], [0.49628, 7.65521, -0.69523], [1.95242, 6.22365, 0.52330], [3.03900, 6.27125, -0.93531], [1.46036, 4.09234, -0.07832], [2.20879, 4.27814, -1.72925], [-0.89371, 6.44989, -2.09185], [0.40107, 5.95964, -3.17298], [1.69930, 1.02756, -4.79001], [1.81069, 2.52856, -4.57785], [3.16812, 2.76774, -5.24601], [3.97038, 1.65832, -4.81826], [3.10351, 0.60203, -4.39235], [1.56112, 0.85728, -5.86023], [0.92402, 0.52565, -4.21303], [1.86338, 2.74385, -3.51102], [0.98334, 3.07180, -5.03435], [3.61822, 3.67318, -4.83436], [3.07793, 2.89247, -6.32726], [3.19470, 0.54016, -3.30311], [3.30321, -0.39236, -4.79364], [-2.23817, -1.95857, -3.38853], [-1.41922, -1.46492, -4.57025], [-1.24193, -2.76812, -5.40387], [-1.48784, -3.83355, -4.46249], [-1.58653, -3.30003, -3.15135], [-3.28059, -2.05635, -3.69474], [-2.16929, -1.33837, -2.49171], [-0.43670, -1.15958, -4.20535], [-1.87591, -0.64592, -5.12438], [-0.22267, -2.74915, -5.79291], [-1.97716, -2.89430, -6.19584], [-0.57514, -3.27412, -2.72307], [-2.08717, -4.00885, -2.48819], [-0.44283, -6.59357, 1.89578], [0.41044, -7.15844, 3.05177], [0.59677, -8.65813, 2.66339], [0.02339, -8.76763, 1.35595], [-1.06165, -7.86199, 1.28424], [0.18467, -6.10528, 1.15262], [-1.23418, -5.91429, 2.21716], [-0.09647, -7.07609, 4.01374], [1.34734, -6.60957, 3.14147], [-0.04259, -9.29821, 3.27798], [1.62363, -9.01107, 2.65646], [-1.93710, -8.21922, 1.83364], [-1.26383, -7.68546, 0.23053], [-4.91392, -0.33613, -1.35651], [-3.69813, 0.12704, -0.53787], [-3.71845, -0.76612, 0.71581], [-4.57750, -1.85138, 0.40398], [-5.03195, -1.78737, -0.92443], [-4.80153, -0.22175, -2.43377], [-5.82221, 0.17124, -1.02630], [-3.65523, 1.19778, -0.34815], [-2.77040, -0.07610, -1.07937], [-4.09467, -0.11704, 1.51348], [-2.71295, -1.09799, 0.96893], [-6.08215, -2.09195, -0.96902], [-4.51794, -2.51163, -1.56735], [4.36169, -0.30448, 0.74851], [4.59172, 0.43239, 2.07830], [5.86529, -0.20731, 2.65513], [6.11192, -1.34057, 1.84072], [5.67109, -1.03363, 0.51958], [4.05551, 0.37828, -0.04435], [3.53778, -0.99355, 0.94399], [3.77332, 0.45236, 2.79728], [4.81715, 1.48496, 1.89407], [5.79073, -0.46256, 3.71195], [6.69845, 0.50429, 2.61139], [5.48586, -1.95957, -0.01928], [6.42653, -0.41124, 0.03154], [-0.96474, 1.62771, 1.42234], [-0.23932, 0.29842, 1.22394], [-0.38334, -0.22463, -0.13314], [0.32499, -1.46462, -0.38705], [-0.21597, -2.55393, 0.55108], [-0.20645, 0.74523, -1.21950], [1.22686, 1.28216, -1.33980], [-0.42809, 2.45687, 0.95738], [-1.00556, 1.84362, 2.49042], [-1.97678, 1.58111, 1.02115], [0.82524, 0.38864, 1.48277], [-0.73559, -0.39914, 1.89938], [0.19789, -1.76984, -1.42874], [1.42075, -1.41328, -0.28538], [-1.28830, -2.67834, 0.40591], [0.21852, -3.52582, 0.29570], [0.09668, -2.37054, 1.57590], [-0.92610, 1.55763, -1.12654], [-0.45886, 0.26630, -2.16919], [1.90431, 0.47033, -1.61001], [1.53900, 1.70342, -0.38172], [1.31335, 2.03969, -2.11748], [2.25984, -2.78942, -3.60277], [2.28652, -4.28339, -3.31226], [2.18775, -4.44120, -1.85117], [1.69301, -5.76678, -1.45759], [0.19120, -5.86585, -1.67710], [3.47541, -4.17557, -1.20507], [3.42336, -3.97481, 0.31569], [1.31213, -2.37378, -3.24595], [2.32788, -2.55780, -4.66548], [2.95326, -2.20034, -2.99971], [1.37125, -4.68358, -3.74481], [3.20231, -4.72832, -3.71779], [1.95165, -6.00650, -0.42690], [2.21963, -6.51516, -2.06881], [-0.18942, -6.84581, -1.38034], [-0.10011, -5.69192, -2.71076], [-0.33432, -5.18604, -1.00314], [4.16918, -4.99390, -1.44966], [3.87754, -3.24950, -1.61693], [4.32002, -3.47486, 0.68024], [2.53755, -3.38335, 0.55426], [3.38531, -4.87444, 0.93385], [1.67448, 6.70581, 2.29074], [2.52714, 5.79931, 3.21436], [2.13290, 4.39018, 3.25953], [0.80881, 4.14736, 3.85737], [0.80532, 4.44150, 5.32869], [2.14864, 3.74911, 1.96613], [3.44796, 3.88926, 1.17808], [0.63129, 6.75933, 2.60392], [1.70678, 6.41697, 1.21224], [2.05391, 7.73079, 2.29976], [3.57915, 5.81768, 2.92858], [2.47084, 6.22192, 4.21766], [0.04616, 4.69869, 3.29252], [0.59747, 3.08176, 3.75708], [0.96266, 5.47265, 5.64519], [-0.12913, 4.11490, 5.79069], [1.59998, 3.84720, 5.78565], [1.30947, 4.00088, 1.31260], [2.09072, 2.66862, 2.14009], [3.50168, 3.26019, 0.28561], [4.32369, 3.60301, 1.76051], [3.58029, 4.89112, 0.76317]], "atomic_forces_ev_per_a": [[-1.18, -0.72, -0.22], [0.47, 0.23, -0.45], [-1.12, 0.21, 0.64], [-0.39, -0.81, -0.72], [0.62, 1.21, 1.08], [0.37, 0.57, -0.18], [0.42, 0.54, -0.93], [-0.24, 0.20, 0.13], [0.18, 0.04, 0.10], [-0.27, 0.41, -0.66], [0.06, 0.08, 0.07], [0.35, -0.46, -0.30], [-0.20, 0.00, -0.16], [-0.43, -0.15, 0.36], [-0.27, -0.31, -0.19], [-0.66, -0.21, 0.41], [0.25, 1.02, -0.23], [-0.48, -1.19, 0.16], [-0.02, 0.26, -0.04], [0.18, 0.15, -0.35], [0.17, 0.10, 0.06], [0.19, 0.01, 0.03], [0.28, -0.13, 0.22], [0.22, 0.17, -0.49], [0.36, 0.21, -0.21], [0.23, 0.18, 0.24], [-0.13, -0.84, -0.50], [-0.28, 0.39, 0.23], [0.08, -0.17, -0.14], [0.14, 0.24, 0.56], [-0.03, 0.22, -0.42], [0.19, 0.19, 0.06], [0.08, 0.02, 0.20], [0.10, -0.36, -0.09], [-0.02, 0.17, 0.04], [0.01, 0.01, 0.01], [0.19, -0.03, -0.03], [-0.26, 0.13, 0.23], [-0.05, -0.01, -0.19], [-0.57, 0.56, 0.04], [0.39, -0.77, -1.44], [-0.16, 0.49, -0.25], [-0.28, 0.54, -0.04], [0.22, -0.55, -0.24], [-0.34, 0.00, -0.30], [0.11, 0.08, 0.18], [2.52, -1.76, -7.89], [0.17, -0.10, 0.34], [0.19, -0.35, -1.08], [0.00, -0.29, 0.05], [-0.02, -0.07, 0.12], [0.22, 0.23, -0.04], [0.24, 0.22, 0.20], [-0.13, -0.14, -0.65], [-0.25, 0.55, 1.27], [-0.09, -0.23, -0.80], [-0.49, -0.11, 0.38], [-0.20, -0.26, 0.05], [-0.04, 0.03, -0.03], [0.09, 0.31, -0.30], [0.10, 0.17, 0.03], [0.22, 0.00, -0.19], [0.15, -0.40, -0.10], [-0.05, -0.13, -0.01], [0.69, 0.26, -0.30], [0.32, 0.32, 0.60], [-0.12, -0.33, -0.26], [-0.29, 0.61, 1.14], [0.40, -0.56, -0.64], [0.21, -0.48, -0.14], [-0.06, -0.20, 0.22], [-0.08, 0.16, -0.19], [0.01, 0.14, -0.10], [0.02, 0.02, 0.03], [0.00, -0.58, -0.16], [0.11, 0.17, -0.17], [-0.02, 0.65, 0.05], [-0.53, 0.03, -0.36], [-0.70, -0.42, 0.42], [0.04, -0.10, -0.07], [-1.19, 0.62, -0.32], [0.40, -0.58, -0.36], [1.31, 0.79, -0.08], [-0.05, 0.05, -0.01], [0.20, 0.19, 0.07], [-0.06, 0.01, -0.03], [0.09, -0.15, -0.01], [0.39, 0.00, 0.53], [-0.02, -0.03, -0.13], [-0.07, -0.03, -0.01], [-0.40, -0.33, 0.03], [0.30, -0.06, 0.45], [0.71, -0.65, -0.32], [-0.04, 1.25, -0.77], [0.03, -0.33, 0.85], [-0.75, -0.21, -0.58], [0.05, 0.06, 0.02], [0.02, 0.21, -0.10], [-0.15, -0.44, 0.70], [-0.12, -0.01, -0.10], [-0.31, -0.63, 0.43], [-0.07, -0.18, 0.08], [0.01, -0.08, 0.29], [0.43, 0.25, 0.03], [-0.78, 0.42, 0.72], [0.65, 1.13, 0.14], [-0.13, 0.36, -0.16], [0.32, -0.57, 0.17], [-0.35, 0.11, 0.64], [0.10, -0.07, -0.10], [0.13, -0.30, -0.44], [-0.21, -0.41, -0.24], [-0.09, 0.00, -0.07], [-0.15, -0.54, -0.15], [0.12, -0.06, -0.29], [0.47, -0.04, -0.07], [-0.08, -0.01, -0.25], [0.52, -0.01, 0.01], [-0.43, 0.09, -0.45], [-0.26, 0.36, -0.89], [-0.21, -0.65, 0.58], [0.80, -0.52, -0.79], [0.69, -0.24, 0.45], [-0.32, -0.12, 0.11], [-0.13, 0.06, -0.11], [-0.13, 0.01, 0.02], [0.01, 0.01, 0.06], [0.06, 0.03, 0.31], [0.36, -0.22, 0.08], [-0.34, 0.14, 0.03], [0.09, 0.28, 0.29], [-0.11, 0.25, 0.44], [0.14, 0.12, -0.15], [-0.49, 0.10, 0.14], [0.31, -0.16, 0.42], [0.10, -0.46, 0.29], [0.04, 0.00, 0.15], [0.16, 0.07, -0.06], [-0.19, -0.06, 0.39], [-0.64, 0.57, 0.25], [-0.29, 1.07, 0.97], [0.19, -0.13, 0.73], [-0.06, 0.02, -0.93], [-0.15, -0.43, 0.65], [0.10, -0.13, 0.22], [-0.28, -0.15, 0.05], [-0.20, -0.25, -0.24], [0.29, 0.02, 0.00], [0.52, -0.22, -0.44], [0.28, -0.41, -0.24], [-0.12, -0.37, -0.10], [-0.05, 0.31, 0.08], [-0.07, -0.25, 0.03], [0.24, -0.19, -0.26], [-0.05, 0.10, 0.03], [0.05, 0.31, -0.28], [0.26, 0.07, -0.04], [0.08, -0.12, -0.13], [-0.05, 0.22, -0.14], [0.12, 0.14, 0.12], [-0.21, -0.26, -0.36], [0.01, 0.27, 1.07], [-0.54, 0.21, -0.30], [-0.37, 0.01, 0.08], [0.66, 0.38, -0.20], [-0.09, -0.21, 0.92], [1.14, -1.22, -0.17], [0.42, 0.47, -0.36], [-0.04, -0.09, 0.09], [-2.46, 1.87, 7.91], [0.09, 0.01, 0.13], [-0.02, 0.17, -0.09], [0.09, -0.19, 0.08], [-0.24, -0.03, 0.13], [-0.01, -0.01, -0.23], [-0.03, 0.10, -0.35], [-0.06, 0.05, -0.09], [0.02, 0.05, 0.04], [-0.28, 0.18, 0.85], [-0.44, -0.03, 0.15], [-0.43, -0.28, 0.16], [-0.10, 0.27, 0.25], [0.28, -0.01, 0.41]], "lowdin_charge": [-0.17, -0.14, -0.16, -0.14, -0.19, 0.12, 0.04, 0.09, 0.11, 0.07, 0.11, 0.11, 0.11, -0.16, -0.16, -0.20, -0.16, -0.20, 0.11, 0.10, 0.10, 0.11, 0.10, 0.12, 0.11, 0.12, -0.17, -0.16, -0.21, -0.14, -0.20, 0.09, 0.10, 0.11, 0.11, 0.12, 0.12, 0.12, 0.09, -0.13, -0.16, -0.22, -0.14, -0.18, 0.11, 0.11, -0.01, 0.13, 0.05, 0.12, 0.11, 0.12, -0.16, -0.18, -0.19, -0.12, -0.20, 0.13, 0.09, 0.07, 0.11, 0.12, 0.12, 0.10, 0.10, -0.16, -0.15, -0.16, -0.15, -0.22, 0.12, 0.09, 0.07, 0.11, 0.11, 0.12, 0.08, 0.12, -0.16, -0.14, -0.17, -0.16, -0.20, 0.08, 0.09, 0.10, 0.10, 0.11, 0.12, 0.12, 0.10, -0.14, -0.18, -0.18, -0.12, -0.21, 0.11, 0.12, 0.07, 0.08, 0.11, 0.09, 0.12, 0.11, -0.16, -0.16, -0.20, -0.14, -0.19, 0.10, 0.09, 0.11, 0.08, 0.12, 0.11, 0.10, 0.13, -0.06, -0.22, -0.17, -0.23, -0.06, -0.24, -0.04, 0.06, 0.07, 0.05, 0.11, 0.10, 0.09, 0.10, 0.08, 0.04, 0.06, 0.07, 0.08, 0.06, 0.07, 0.04, -0.09, -0.22, -0.18, -0.24, -0.08, -0.24, -0.07, 0.04, 0.07, 0.06, 0.10, 0.12, 0.10, 0.12, 0.06, 0.06, 0.05, 0.12, 0.09, 0.05, 0.06, 0.07, -0.04, -0.20, -0.17, -0.27, -0.08, -0.27, -0.08, 0.08, -0.03, 0.09, 0.11, 0.10, 0.10, 0.10, 0.07, 0.07, 0.08, 0.08, 0.11, 0.08, 0.08, 0.06]}